This record from the OMol25 dataset describes a structure of composition C30H56N2O8 at a distorted geometry. The level of theory is ωB97M-V with the def2-TZVPD basis set.

Structure (XYZ):
```
96
Properties=species:S:1:pos:R:3:forces:R:3:lowdin_charge:R:1
C 3.650648 0.059924 0.634863 1.34 -1.42 0.32 -0.03
C 3.911227 -1.447844 0.328449 -0.35 0.77 2.67 -0.48
C 4.339487 -2.090601 1.698328 0.67 -2.54 -0.44 -0.08
C 4.318106 -3.692303 1.695067 0.30 1.89 -0.64 -0.18
C 2.976286 -4.153321 1.253112 -0.83 -0.50 -0.61 -0.16
C 2.437349 -3.525570 -0.098168 0.54 -1.29 -0.25 -0.37
N 2.617820 -2.017527 -0.097041 0.69 -2.56 -1.70 -0.02
O 2.182643 -1.498747 -1.361877 5.18 -4.67 -1.59 0.03
C 3.185546 -4.261431 -1.334809 -0.59 1.43 0.77 -0.01
C 0.906042 -3.862858 -0.159332 1.41 0.99 -0.58 -0.01
C 5.038612 -1.514891 -0.632929 0.08 -0.03 -1.11 -0.03
H 3.548941 0.491967 -0.360673 1.90 -0.26 3.01 0.02
H 4.494263 0.488519 1.175905 0.09 -0.09 0.05 0.10
H 2.734562 0.168353 1.215497 0.20 0.13 -0.09 0.10
H 5.398980 -1.959428 1.918246 0.06 1.08 -0.29 0.11
H 3.784634 -1.711086 2.556350 -0.29 -0.03 -0.19 0.12
H 4.759354 -4.109673 2.600168 -0.84 0.15 0.58 0.11
H 5.014219 -4.149488 0.991848 0.38 0.72 -0.60 0.10
H 2.205525 -4.055722 2.017639 -0.01 0.14 0.11 0.12
H 3.118691 -5.213237 1.042387 -0.66 -0.27 -0.03 0.12
H 4.264690 -4.329053 -1.197076 -0.02 0.09 0.13 0.05
H 2.831701 -5.265977 -1.566689 -0.32 0.05 0.37 0.08
H 2.990352 -3.623590 -2.196881 0.11 -0.15 -0.18 0.07
H 0.724101 -4.937228 -0.186274 0.05 0.11 0.38 0.10
H 0.412112 -3.292004 0.626956 0.48 -1.48 -0.02 0.05
H 0.484559 -3.427693 -1.065473 0.32 -0.47 -0.17 0.07
H 5.344380 -2.547176 -0.803207 0.46 0.23 0.01 0.08
H 5.823315 -0.838217 -0.294613 0.32 -0.46 0.12 0.10
H 4.709269 -1.094077 -1.582957 -0.04 -0.16 -0.27 0.09
H 1.500709 -0.924999 -1.004978 3.12 -5.41 -2.33 -0.12
C -1.131244 1.356370 3.190183 -0.11 1.07 0.10 0.00
C -1.709322 2.520101 2.326039 -0.83 -0.13 -0.35 -0.43
C -1.507188 3.806480 3.159339 -0.64 0.43 -0.05 -0.14
C -1.773637 5.102566 2.334347 -0.39 -1.99 1.00 -0.18
C -0.855398 5.037735 1.167605 0.99 0.43 -0.56 -0.18
C -0.888446 3.836973 0.194877 -0.52 -0.13 1.86 -0.37
N -0.906608 2.585411 1.098781 1.71 5.19 0.72 -0.06
O -0.822786 1.441142 0.417440 4.49 8.22 0.15 -0.13
C -2.132762 3.993560 -0.725480 0.40 -0.12 -0.74 -0.02
C 0.440190 3.844638 -0.660370 -1.95 0.82 1.24 0.00
C -3.241709 2.332620 1.987226 0.06 -0.20 0.08 0.00
H -1.616918 1.359036 4.166003 -0.12 -0.09 0.02 0.09
H -0.087612 1.633741 3.338531 0.15 -0.32 0.06 0.09
H -1.204381 0.375109 2.721289 0.57 0.87 1.39 0.05
H -2.142574 3.715761 4.040334 -0.48 0.10 -0.11 0.11
H -0.525595 3.836772 3.632261 0.44 -0.01 -0.53 0.11
H -1.537613 5.996729 2.911299 -0.18 -0.03 0.07 0.11
H -2.817435 5.124947 2.021177 -0.15 0.13 0.09 0.11
H 0.135200 5.023444 1.622166 0.38 0.35 -0.28 0.12
H -1.034580 5.976720 0.643872 0.56 -0.02 -0.59 0.12
H -2.949757 4.645195 -0.415654 0.20 0.02 0.78 0.08
H -1.788807 4.479180 -1.638696 0.03 -0.13 -0.31 0.08
H -2.597499 3.040460 -0.977904 0.28 0.36 -0.21 0.06
H 0.663057 4.846601 -1.027136 -0.10 0.11 0.09 0.11
H 1.318728 3.432630 -0.163858 -0.25 0.38 0.58 0.09
H 0.332968 3.190197 -1.525422 -3.74 3.60 1.75 0.02
H -3.591582 2.847203 1.092299 0.47 0.44 0.11 0.07
H -3.919844 2.647655 2.780301 0.20 -0.13 0.34 0.08
H -3.470990 1.302936 1.712832 0.06 -0.12 0.47 0.07
H -1.593600 1.481209 -0.153384 -0.27 1.19 -0.25 -0.04
O -4.048830 -4.250232 -1.431065 -0.81 2.29 0.63 0.08
C -4.351829 -3.065941 -1.582370 0.67 -2.84 0.95 -0.50
O -4.696799 -2.215713 -0.584382 0.63 -0.64 1.08 0.02
C -4.811336 -0.840900 -1.008203 -0.24 -1.34 -2.74 -0.08
C -4.277641 -0.971905 -2.492982 -1.30 2.44 -1.18 -0.14
C -4.349642 -2.417137 -2.901321 0.04 0.60 0.94 -0.08
H -4.232188 -0.066136 -0.505786 -0.68 -0.95 0.52 0.09
H -5.881400 -0.634839 -0.983831 0.07 0.32 0.02 0.13
H -3.284233 -0.536673 -2.601657 -1.06 -0.21 -0.36 0.10
H -4.941039 -0.394605 -3.136976 -0.05 0.21 -0.06 0.11
H -3.474664 -2.838939 -3.395883 -0.45 0.22 -0.59 0.14
H -5.330795 -2.638267 -3.321487 0.31 -0.26 -0.58 0.14
O 0.924589 -0.796660 0.309333 -0.85 4.59 -0.11 0.01
C 0.940687 -0.040348 -0.694868 -2.08 5.32 3.84 -0.50
O 0.003684 -0.047652 -1.666800 0.26 1.09 -0.29 -0.03
C 0.347221 0.738471 -2.776329 0.90 1.82 -0.60 -0.07
C 1.371939 1.731605 -2.200680 1.41 -1.41 -1.05 -0.09
C 1.984156 0.970610 -1.020885 -1.72 3.38 -1.87 -0.08
H -0.494550 1.282042 -3.205338 -0.60 -0.22 0.54 0.14
H 0.700252 0.127092 -3.606808 0.39 -0.29 0.27 0.14
H 0.966755 2.653390 -1.783257 2.82 -3.76 -2.43 -0.02
H 2.147397 2.038312 -2.902596 -0.02 -0.22 -0.26 0.13
H 2.040645 1.663091 -0.181011 0.36 -0.19 -0.04 0.13
H 2.974086 0.613756 -1.305138 -1.99 0.19 -1.32 0.10
O -2.780371 1.149774 -0.553854 -1.10 -3.86 -2.19 0.02
C -2.165497 0.034017 -0.426920 -0.88 0.40 0.61 -0.36
O -2.102344 -0.896023 -1.327475 -0.70 0.69 -0.20 0.01
C -1.220935 -1.894711 -0.934404 1.37 -2.95 1.19 -0.13
C -1.179944 -1.794487 0.576807 -2.13 -1.54 1.22 -0.10
C -1.348333 -0.325562 0.774874 -2.55 -4.90 -0.15 -0.15
H -0.180208 -1.735851 -1.216804 -1.37 -0.58 -0.56 0.10
H -1.508018 -2.821997 -1.430214 -0.53 -0.08 0.46 0.14
H -0.239327 -2.137380 1.007795 -1.38 0.43 0.17 0.09
H -2.053819 -2.260384 1.032191 0.00 -0.81 -0.02 0.14
H -0.364216 0.137535 0.702941 -1.31 -2.36 1.28 0.10
H -1.833833 0.004503 1.693249 -0.37 -0.85 -1.46 0.10
```
Forces are in eV/Å.

As for the charge: 0. The value obtained for the energy above the lowest of the compared OMol25 structures with the same formula, charge and spin is 408.3 kcal per mole.